Below is a 14-piece molecular cluster, C5H38N2O14 overall, with properties calculated with ωB97M-V with the def2-TZVPD basis set.

Structure (XYZ):
```
59
Properties=species:S:1:pos:R:3:forces:R:3
O 0.03181 -0.21766 -1.93664 -0.3 -0.4 -0.8
C -0.17220 -1.30027 -1.37408 0.7 0.9 1.1
N 0.11275 -1.34407 -0.05406 -0.2 -0.6 -0.4
C 0.41042 -2.49523 0.78439 -0.4 0.8 1.6
C 1.94363 -2.68251 0.89275 -0.2 -1.3 -2.9
C 2.68999 -2.62953 -0.50860 -0.8 0.2 0.4
N 3.96415 -1.93285 -0.43476 -0.5 0.1 -0.6
C -0.02022 -2.21340 2.23502 2.4 0.0 1.1
H -0.60598 -2.16763 -1.87812 0.1 -0.1 0.2
H 0.60031 -0.48887 0.21389 -0.1 -0.2 0.2
H -0.21801 -3.35062 0.52942 0.6 -0.2 -0.8
H 2.08280 -3.73172 1.13968 0.2 0.2 1.1
H 2.38153 -1.97412 1.59616 -0.1 -0.1 0.1
H 2.78266 -3.65135 -0.86946 0.5 -0.2 0.2
H 2.06632 -2.19170 -1.29936 0.0 0.3 0.4
H 4.03156 -1.38682 0.40775 0.5 -0.2 0.1
H 4.76500 -2.49856 -0.65123 0.2 0.0 0.4
H 0.44354 -1.27408 2.58513 -0.8 0.4 -0.5
H -1.03360 -2.31424 2.57425 -0.2 0.0 -0.5
H 0.64341 -2.81468 2.88165 -0.6 -0.7 -0.2
H 4.50896 0.04373 -1.21072 -0.1 -0.4 0.9
H 4.99392 1.29490 -1.71775 0.3 0.7 0.4
O 4.84230 0.88739 -0.85365 -0.2 -0.4 -1.2
H -2.08136 2.34358 0.61632 0.2 0.6 0.3
H -0.87959 2.79893 1.47810 -0.5 0.0 -0.2
O -1.67693 3.13392 1.04230 0.1 0.2 0.1
H -4.55811 -1.95454 3.00529 0.0 0.0 0.1
H -3.08701 -2.20008 3.35968 0.0 0.2 0.0
O -3.76594 -2.41141 2.71443 -0.4 -0.6 -0.1
H -3.10804 -0.25455 -2.82375 0.0 0.0 -0.3
H -1.64750 -0.35581 -3.16158 0.2 0.0 0.3
O -2.38521 -0.89165 -2.85044 -0.5 -0.2 -0.2
H -1.73299 1.89290 -3.29204 0.1 0.8 0.3
H -3.13853 2.61853 -2.98486 0.6 0.4 0.0
O -2.69737 1.84195 -3.33136 -0.5 -0.8 -0.1
H 2.61323 4.04657 0.55318 0.2 -0.1 -0.2
H 1.42111 4.84616 0.12983 -0.2 0.0 -0.3
O 2.02375 4.16969 -0.20062 -0.1 -0.1 0.5
H 2.05175 0.05521 4.10407 0.1 0.2 0.0
H 1.89260 0.65500 5.51911 0.1 0.1 -0.1
O 1.61444 -0.06523 4.94883 -0.2 -0.3 0.1
H -0.23616 1.28453 -0.09803 -0.3 -0.7 0.2
H 0.73172 2.12119 0.41369 0.8 0.1 0.8
O 0.26322 1.32975 0.73842 0.4 0.7 -1.2
H 0.55608 -0.51422 -4.78186 -0.4 -0.7 0.2
H -0.96923 -0.65714 -5.23867 0.2 -0.3 0.4
O -0.08231 -0.38183 -5.48645 0.2 0.5 -0.6
H -1.99121 0.44529 -0.55430 0.1 -0.2 0.4
H -3.25996 0.97978 -0.98044 -0.3 0.5 0.3
O -2.70827 0.98567 -0.18353 0.1 -0.8 -0.9
H -1.45311 -0.20372 1.91865 0.1 0.0 0.1
H -2.82086 0.08147 2.46768 -0.1 -0.1 0.0
O -2.03151 -0.44054 2.65249 -0.1 1.1 0.0
H -3.01985 3.99662 2.30906 0.1 -0.1 -0.3
H -3.31094 2.83271 3.20394 0.0 0.0 0.0
O -3.70044 3.65609 2.89718 -0.3 0.1 0.4
H 1.28352 1.67136 -3.32059 -0.1 0.4 0.5
H 0.24004 1.08824 -4.18093 -0.4 0.6 -0.2
O 0.40592 1.88943 -3.65447 0.2 -0.4 -0.4
```
Positions in Å, forces in eV/Å.

Computed properties:
Gap between HOMO and LUMO: 9.73 eV
LUMO energy: 0.0 eV
Energy above the lowest of the compared OMol25 structures with the same formula, charge and spin: 120.4 kcal per mole
2S+1: 1

Atom charges from the Löwdin analysis, given in e for atoms 1 to 4: -0.0520 -0.3212 0.0611 -0.3261

=====

Below is a 13-piece molecular cluster, C5H39N2O12S overall, with properties calculated with ωB97M-V with the def2-TZVPD basis set.

Structure (XYZ):
```
59
Properties=species:S:1:pos:R:3:forces:R:3
N 0.34100 1.60023 -0.60449 -0.8 3.4 -1.7
C -0.75511 0.66977 -0.34247 -0.6 0.6 0.2
C -0.58301 -0.44466 -1.40565 -2.4 -0.1 2.0
S -1.85884 -0.51260 -2.60791 -1.1 1.7 -0.5
C -0.60286 0.20158 1.09666 -2.3 0.3 1.9
N -1.22854 1.20741 2.02239 -0.1 -0.5 1.3
C -2.21859 0.59537 3.04792 0.3 -0.9 -4.1
C -0.18502 2.07159 2.67601 -1.9 1.2 -2.0
H 0.09212 2.00515 -1.62709 1.6 -0.2 3.2
H 0.38534 2.33960 0.19437 -0.1 -0.7 -2.3
H 1.29356 1.18824 -0.60611 0.1 -0.3 -0.2
H -1.77087 1.26842 -0.35663 2.0 -1.3 -0.4
H 0.30902 -0.48654 -1.96012 1.7 0.2 -0.6
H -0.68280 -1.36867 -0.83174 0.2 -0.6 -0.4
H -2.30081 0.89046 -2.54346 0.4 -1.7 0.0
H 0.42490 0.12454 1.42960 0.4 -0.8 -0.3
H -1.23461 -0.70794 1.20844 1.0 0.1 0.0
H -2.61498 1.39813 3.63352 -0.5 0.1 0.3
H -1.85468 -0.26073 3.58185 1.0 0.0 0.9
H -2.95699 0.04661 2.35793 0.6 1.3 1.9
H 0.24294 1.60334 3.53019 0.9 -0.6 0.5
H -0.59407 3.06816 3.03404 0.1 -1.2 -0.6
H 0.48185 2.29741 1.81244 0.2 0.0 1.7
H 2.10242 -1.55068 -1.82008 1.6 0.1 -0.8
H 3.16924 -2.23625 -2.63323 0.5 -0.4 -0.3
O 2.85941 -1.35290 -2.44531 -1.4 0.2 0.5
H -2.44753 -4.03955 -1.36319 0.0 0.0 0.4
H -3.54955 -3.91343 -0.35935 -0.9 -0.2 0.2
O -2.60307 -3.85957 -0.41896 0.1 0.3 -1.0
H -3.36177 3.06159 -1.21943 0.4 3.4 0.7
H -4.15311 1.87659 -1.10086 1.4 0.2 -1.0
O -3.30126 2.20144 -1.52354 -1.8 -3.4 0.1
H -4.73705 0.59945 0.09799 -0.6 -0.3 0.2
H -3.59616 0.14531 0.99921 -1.6 0.8 0.0
O -4.49053 0.59200 1.03051 1.5 -0.6 -0.9
H 2.35251 1.02608 -4.06450 1.0 0.9 1.4
H 3.13682 0.56208 -2.79313 -0.9 2.3 -1.3
O 2.77502 1.43126 -3.24262 -0.4 -3.3 -0.1
H 2.45264 -2.06977 2.09071 -0.5 -0.5 0.9
H 1.27621 -2.92907 2.48583 -5.2 0.5 3.1
O 2.05544 -2.97861 2.08821 5.3 -0.7 -3.4
H 0.27009 -4.24616 1.01805 -0.4 -0.7 -0.5
H -0.71712 -4.98678 -0.07485 1.2 1.8 1.2
O -0.23650 -4.13443 0.19391 -0.1 -1.4 -0.5
H 2.88827 3.41969 1.67478 0.4 0.8 0.3
H 2.74840 2.07828 2.45910 0.1 0.5 -0.3
O 2.62763 2.51384 1.59866 -0.3 -1.2 -0.1
H 1.09173 -3.20087 -0.68769 0.2 0.6 0.4
H 1.80939 -2.60647 0.49126 0.5 -0.9 2.0
O 1.64570 -2.42020 -0.42054 -1.3 -0.5 -2.3
H 2.88492 -0.13851 1.79548 -0.2 -0.3 0.9
H 3.62083 -0.81025 3.00153 -1.1 0.4 -0.1
O 2.71067 -0.60136 2.66350 1.8 0.8 -0.7
H 3.40970 -0.51550 -0.31004 -1.5 1.4 0.0
H 1.98243 -0.79892 -0.02945 -1.0 -1.0 -0.1
O 2.55100 -0.04175 -0.04549 2.5 0.2 0.0
H 0.99306 5.25463 -0.14962 1.6 3.8 3.7
H 1.13403 4.91271 -1.54373 -1.6 -1.3 2.2
O 0.66167 4.61102 -0.66029 -0.1 -2.6 -5.9
```
Positions in Å, forces in eV/Å.

Computed properties:
Gap between HOMO and LUMO (alpha / beta): 8.76 / 3.21 eV
LUMO energy (alpha / beta): -6.2 / -11.3 eV
Expectation value of S²: 0.75
Charge: +2
2S+1: 2

Atom charges from the Löwdin analysis, given in e for atoms 1 to 4: 0.1869 -0.3492 -0.4483 1.1604

=====

Below is C5H39O15 as an isolated structure, with properties calculated with ωB97M-V with the def2-TZVPD basis set.

Structure (XYZ):
```
59
Properties=species:S:1:pos:R:3:forces:R:3
C -0.41077 -1.10273 0.07819 -3.9 2.8 0.0
O -1.10637 -1.75412 -0.92972 -0.4 -1.1 -0.7
C 0.82311 -1.73310 0.53249 3.2 -1.0 1.1
C 2.02856 -0.66808 0.32799 1.5 -1.1 0.5
C 3.29117 -1.56571 -0.07012 -0.7 -0.8 1.5
C 2.33104 0.26021 1.56426 -2.1 2.9 -2.0
H -0.32839 -0.01271 -0.31901 0.6 -1.4 1.1
H -1.21023 -1.03411 0.92113 2.0 0.0 -1.4
H 1.22066 -2.60433 -0.16234 -1.5 1.4 1.4
H 0.65417 -2.17874 1.65772 1.0 1.1 -2.7
H 1.82037 -0.03732 -0.61165 0.0 -0.9 1.8
H 3.11369 -1.86970 -1.12130 0.8 0.2 0.5
H 4.27810 -1.18983 0.22675 -0.1 0.8 -1.0
H 3.36283 -2.50536 0.56959 -0.8 0.8 -0.8
H 2.57609 -0.12947 2.50590 0.3 -1.4 1.1
H 1.38371 0.91486 1.75587 1.5 -1.5 -0.3
H 3.10237 1.07691 1.41807 -0.5 -1.1 -0.4
H -0.88047 -3.16537 -0.46977 -1.7 -1.9 -0.1
H -1.89059 -4.13435 -1.01908 -3.1 -0.1 -3.4
O -1.29900 -4.16346 -0.35241 4.2 1.3 2.9
H -2.15538 1.32630 0.85286 2.0 -0.6 1.4
H -2.18278 1.50979 2.32028 1.0 -0.5 0.1
O -1.56540 1.06285 1.69616 -2.9 1.7 -1.4
H 2.72722 4.01695 -0.43643 -1.3 -1.3 1.5
H 2.39083 2.59537 -0.04193 0.7 -2.4 -1.1
O 2.18990 3.45829 0.21785 0.6 4.0 -0.9
H -0.46587 -2.03431 -1.94486 0.8 0.2 0.0
H 0.97991 -2.79403 -2.74250 0.0 -0.5 0.3
O 0.25424 -2.18683 -2.85559 -0.4 0.4 -0.5
H -1.57101 4.63745 -0.49754 0.3 -0.1 -0.3
H -0.25770 4.11625 -1.02849 2.6 -0.7 1.0
O -1.11086 4.33109 -1.29534 -2.8 0.7 -0.6
H -1.75037 3.09399 -3.73557 1.2 -0.1 -0.3
H -0.35444 3.65270 -3.66610 1.6 2.3 1.7
O -0.83732 3.01572 -4.09902 -2.8 -2.3 -1.4
H -3.63001 -1.30207 -2.10204 -0.1 -0.4 -0.9
H -2.69219 -1.07784 -0.92025 -0.8 0.2 -0.9
O -3.57411 -0.76102 -1.33055 0.9 0.5 1.6
H 4.09834 1.96657 -1.97423 0.7 -0.5 -0.8
H 2.67635 1.13534 -2.10237 0.6 0.2 -0.4
O 3.23267 1.81152 -1.64412 -1.5 0.0 0.9
H 0.87558 0.53547 -3.67482 -0.9 0.8 -1.3
H 0.93026 -0.84073 -2.91226 0.0 0.5 -0.1
O 1.30960 0.11948 -2.96493 1.2 -0.8 1.5
H -1.89561 -4.31919 2.07107 -4.7 0.7 -0.3
H -0.75374 -4.45452 1.29289 0.6 -0.2 -1.4
O -1.02573 -4.47298 2.19414 3.9 -0.6 2.3
H -2.22190 2.50528 -1.04296 -0.7 -0.9 -0.1
H -3.44103 1.23423 -0.94654 2.4 2.5 0.8
O -2.89061 2.03916 -0.49598 -1.8 -2.0 -0.8
H -0.23765 -0.81995 4.24589 2.5 0.3 0.6
H 1.16948 -0.28290 3.96908 2.7 3.0 -4.3
O 0.73206 -0.72366 4.58834 -5.4 -3.3 3.5
H 1.32307 3.18943 1.70249 0.7 0.5 -0.7
H 0.38185 2.29652 2.32737 -2.9 -4.8 -0.6
O 0.76548 3.07951 2.45979 1.7 4.7 1.7
H -2.04761 -0.88659 2.15713 0.0 0.5 0.4
H -1.71361 -2.16692 2.93045 -0.3 0.8 0.2
O -2.04492 -1.24388 3.05522 0.3 -1.6 0.3
```
Positions in Å, forces in eV/Å.

Computed properties:
Gap between HOMO and LUMO: 8.33 eV
LUMO energy: 2.3 eV
Energy above the lowest of the compared OMol25 structures with the same formula, charge and spin: 79.1 kcal per mole
Charge: -1
2S+1: 1

Atom charges from the Löwdin analysis, given in e for atoms 1 to 4: -0.3509 -0.2747 -0.1392 -0.3427

=====

Calculated calculated total energy, -1376.12037 -1623.69314 -1342.45974 hartree (same order as the records).
Calculated max |F|, 0.0623 0.1259 0.1415 Eh/bohr (same order as the records).